Entry 1:
Formula: C8H7MnNO4
Source: the OMol25 dataset
Level of theory: ωB97M-V/def2-TZVPD

Each line ends with the Mulliken charge.
Atoms and positions in Å:
Mn1 0.0000 -0.0001 -0.6702  0.66
O1 -0.0056 3.0494 -0.3655  -0.04
C1 -0.0034 1.8842 -0.4758  0.34
C2 0.0037 -1.8866 -0.4753  0.34
O2 0.0060 -3.0469 -0.3647  -0.04
C3 1.8853 0.0036 -0.6819  0.36
O3 3.0356 0.0063 -0.5920  0.02
C4 -1.8848 -0.0035 -0.6817  0.36
O4 -3.0358 -0.0051 -0.5916  0.02
C5 -0.0015 0.7213 -2.5336  -0.42
H1 -0.9126 1.2263 -2.8712  0.42
H2 0.9078 1.2296 -2.8713  0.42
C6 0.0012 -0.7217 -2.5335  -0.41
H3 0.9122 -1.2268 -2.8711  0.42
H4 -0.9081 -1.2301 -2.8709  0.42
C7 0.0000 -0.0001 4.0623  -0.96
C8 0.0000 0.0002 2.6121  0.57
N1 0.0001 0.0002 1.4499  -0.53
H5 -0.8958 0.5171 4.4420  0.35
H6 0.8958 0.5170 4.4420  0.35
H7 0.0000 -1.0345 4.4419  0.35

Computed properties:
Highest occupied orbital energy (spin up / spin down) (eV): -22.44 / -24.08
Multiplicity: 5
Total charge: +3
<S²>: 6.033

---

Entry 2:
Formula: C36H37MgO4P2
Source: the OMol25 dataset
Level of theory: ωB97M-V/def2-TZVPD

Each line ends with the Mulliken charge.
Atoms and positions in Å:
Mg1 -0.5198 -0.0129 -0.0437  2.09
C1 5.3862 -3.9365 2.1817  -0.48
C2 5.3148 -2.5853 1.8621  -0.66
C3 4.1141 -2.0328 1.4454  -0.36
C4 2.9639 -2.8207 1.3556  -0.12
C5 3.0446 -4.1724 1.6724  -0.24
C6 4.2517 -4.7275 2.0823  -0.73
P1 1.4380 -1.9518 0.8469  0.55
C7 0.2548 -3.3348 0.5904  0.84
C8 -0.5879 -3.8382 1.5768  -0.61
C9 -1.4338 -4.9043 1.3008  -0.60
C10 -1.4441 -5.4810 0.0381  -0.60
C11 -0.6158 -4.9781 -0.9567  -0.41
C12 0.2211 -3.9075 -0.6806  -0.35
C13 0.8195 -1.1823 2.3768  0.40
C14 1.2796 -1.4707 3.6582  -0.42
C15 0.7196 -0.8043 4.7393  -0.54
C16 -0.2853 0.1290 4.5159  -0.74
C17 -0.7190 0.4031 3.2228  -0.33
C18 -0.1780 -0.2260 2.0938  -0.95
H1 6.3238 -4.3699 2.5078  0.36
H2 6.1972 -1.9614 1.9347  0.41
H3 4.0506 -0.9775 1.1986  0.43
H4 2.1622 -4.7966 1.5991  0.39
H5 4.3004 -5.7814 2.3282  0.40
H6 -0.5901 -3.3795 2.5586  0.42
H7 -2.0905 -5.2827 2.0749  0.39
H8 -2.1050 -6.3126 -0.1739  0.33
H9 -0.6345 -5.4076 -1.9512  0.39
H10 0.8501 -3.4976 -1.4647  0.20
H11 2.0648 -2.2024 3.8193  0.37
H12 1.0676 -1.0067 5.7458  0.37
H13 -0.7244 0.6547 5.3574  0.35
H14 -1.4925 1.1563 3.0955  0.45
O1 -1.2300 3.4368 -1.7580  -0.78
C19 -0.6827 2.3508 -1.6981  0.13
O2 -0.1122 1.8333 -0.6549  -0.97
C20 -0.6063 1.4727 -2.9637  -1.17
P2 0.4232 -0.0145 -2.6565  1.78
C21 0.2078 -0.9479 -4.2146  -0.17
C22 -0.6304 -2.0602 -4.1656  -0.11
C23 -0.8889 -2.7995 -5.3132  -0.78
C24 -0.3025 -2.4374 -6.5169  -0.55
C25 0.5395 -1.3327 -6.5733  -0.67
C26 0.7907 -0.5909 -5.4291  -0.56
C27 2.1332 0.6226 -2.8253  0.34
C28 2.4618 1.9751 -2.7946  -0.68
C29 3.7916 2.3808 -2.7375  -0.54
C30 4.8101 1.4409 -2.7121  -0.51
C31 4.4949 0.0872 -2.7512  -0.65
C32 3.1705 -0.3134 -2.8000  -0.40
H15 -0.2471 2.0645 -3.8083  0.61
H16 -1.6173 1.1315 -3.1930  0.36
H17 -1.0859 -2.3329 -3.2185  0.49
H18 -1.5504 -3.6558 -5.2639  0.44
H19 -0.4974 -3.0156 -7.4119  0.36
H20 0.9965 -1.0459 -7.5126  0.40
H21 1.4527 0.2666 -5.4744  0.39
H22 1.6838 2.7277 -2.7902  0.22
H23 4.0248 3.4375 -2.6960  0.39
H24 5.8434 1.7582 -2.6482  0.36
H25 5.2814 -0.6567 -2.7207  0.42
H26 2.9325 -1.3722 -2.8007  0.32
C33 -3.6830 -2.2605 -1.6759  -1.49
C34 -3.3850 -1.0370 -0.8004  1.75
C35 -4.2154 0.1535 -1.2933  -1.78
C36 -3.7678 -1.3585 0.6504  -1.53
O3 -2.0395 -0.7356 -0.8830  -0.27
H27 -4.7387 -2.5485 -1.6406  0.42
H28 -3.0758 -3.1051 -1.3393  0.15
H29 -3.4216 -2.0397 -2.7145  0.26
H30 -5.2914 -0.0289 -1.2056  0.43
H31 -3.9850 0.3579 -2.3422  0.31
H32 -3.9633 1.0453 -0.7156  0.34
H33 -4.8336 -1.5855 0.7571  0.46
H34 -3.5252 -0.5099 1.2949  0.31
H35 -3.1876 -2.2162 1.0002  0.19
O4 2.5729 1.3270 0.7055  -0.65
H36 2.7928 1.5363 -0.2097  0.38
H37 1.6277 1.5310 0.7454  0.22

Computed properties:
Highest occupied orbital energy (eV): -5.29
Multiplicity: 1
Total charge: -1
Relative energy (zero: lowest compared OMol25 entry of this formula, charge and spin) (kJ/mol): 3.78

---

Entry 3:
Formula: C5H7NOS
Source: the OMol25 dataset
Level of theory: ωB97M-V/def2-TZVPD

Each line ends with the Mulliken charge.
Atoms and positions in Å:
C1 -1.2940 1.0859 0.9285  -0.81
C2 -0.7008 0.0877 0.2694  0.38
C3 -1.1175 -1.3569 0.0491  -1.01
N1 0.6912 0.2877 -0.2690  0.23
C4 0.8361 0.5833 -1.6377  0.10
O1 -0.0919 0.6090 -2.4012  -0.47
C5 1.8025 0.1951 0.5521  -0.05
S1 1.8867 -0.3566 2.1267  -0.23
H1 -0.9176 2.0693 0.8311  0.30
H2 -2.1971 0.9151 1.5593  0.25
H3 -0.4345 -1.9953 0.6767  0.22
H4 -2.1585 -1.5722 0.2474  0.38
H5 -0.9346 -1.6387 -0.9857  0.30
H6 1.8830 0.7218 -1.9057  0.25
H7 2.7470 0.3648 -0.0411  0.16

Computed properties:
Highest occupied orbital energy (eV): -8.90
SMILES string: C=C(C)N(C=O)C=S
Multiplicity: 1
Total charge: 0
Relative energy (zero: lowest compared OMol25 entry of this formula, charge and spin) (kJ/mol): 142.84

---

What is the formula in the third record?
C5H7NOS